Record 1
# C3H3NOS2

A single C3H3NOS2 molecule (ωB97M-V with the def2-TZVPD basis set, the Open Molecules 2025 dataset).

Each line ends with the natural charge from an NBO analysis.
Cartesian coordinates (Å):
C -1.415 1.146 0.028  -0.346
C -0.459 0.206 -0.029  -0.193
C 1.004 0.214 -0.039  0.608
N 1.564 -1.018 -0.006  -0.803
O 1.628 1.255 -0.081  -0.589
S -2.923 0.285 0.051  0.223
S -1.626 -1.352 -0.032  0.044
H -1.325 2.214 0.067  0.249
H 0.986 -1.839 0.034  0.395
H 2.566 -1.110 0.006  0.412

Cartesian forces (eV/Å) of the 3 atoms listed first:
0.1492 -0.3244 -0.0129
-2.2914 -1.8932 0.0611
0.2063 0.0324 -0.0931

Structure (SMILES) = NC(=O)c1css1
LUMO level = -0.3 eV
Spin multiplicity = 1
Gap between HOMO and LUMO = 8.919 eV
HOMO energy = -9.191 eV

Record 2
# C6H13NO2

2 unconnected molecules or ions with the total composition C6H13NO2 (ωB97M-V with the def2-TZVPD basis set, the Open Molecules 2025 dataset).

Each line ends with the natural charge from an NBO analysis.
Cartesian coordinates (Å):
C 0.943 0.295 0.035  0.578
C -1.461 -1.230 0.684  0.520
C 1.304 0.258 1.482  -0.735
C 1.648 -0.684 -0.860  -0.716
C 0.838 1.658 -0.585  -0.720
C -2.228 0.705 -0.622  -0.050
O -0.320 -1.796 0.430  -0.822
O -2.582 -1.887 0.094  -0.759
N -1.294 0.244 0.082  -0.387
H -2.161 -2.467 -0.557  0.480
H -1.742 -1.035 1.736  0.095
H 0.587 0.815 2.084  0.237
H 1.389 -0.761 1.850  0.263
H 2.278 0.761 1.587  0.235
H 2.605 -0.224 -1.160  0.221
H 1.078 -0.871 -1.771  0.245
H 1.865 -1.630 -0.372  0.256
H 0.410 1.608 -1.586  0.228
H 0.263 2.347 0.028  0.228
H 1.860 2.049 -0.685  0.232
H -3.147 0.146 -0.822  0.205
H -2.134 1.698 -1.073  0.164

Cartesian forces (eV/Å) of the 3 atoms listed first:
0.3438 0.2862 -0.1982
0.6652 0.1379 -0.4487
-0.2693 -0.0433 0.0754

LUMO level = -0.4 eV
Spin multiplicity = 1
Gap between HOMO and LUMO = 7.761 eV
HOMO energy = -8.206 eV

Record 3
# C3H10N2

A single C3H10N2 molecule (ωB97M-V with the def2-TZVPD basis set, the Open Molecules 2025 dataset).

Each line ends with the natural charge from an NBO analysis.
Cartesian coordinates (Å):
N -0.285 -2.482 0.492  -0.810
C 0.476 -1.273 0.015  -0.218
C -0.359 0.009 -0.067  -0.426
C 0.530 1.201 -0.197  -0.214
N -0.330 2.444 -0.062  -0.864
H -0.508 -2.883 -0.429  0.340
H -1.281 -2.217 0.671  0.340
H 0.916 -1.496 -0.969  0.176
H 1.346 -1.210 0.684  0.184
H -0.962 0.017 -0.987  0.199
H -1.015 -0.026 0.815  0.214
H 0.962 1.320 -1.204  0.175
H 1.375 1.312 0.455  0.196
H 0.057 3.361 0.153  0.364
H -0.788 2.637 -0.955  0.343

Cartesian forces (eV/Å) of the 3 atoms listed first:
-1.5052 0.5169 -2.0784
0.1691 -0.6225 0.2278
0.6276 -1.1702 0.0293

Structure (SMILES) = NCCCN
LUMO level = 1.1 eV
Spin multiplicity = 1
Gap between HOMO and LUMO = 10.276 eV
HOMO energy = -9.158 eV

Record 4
# C7H14N

2 unconnected molecules or ions with the total composition C7H14N (ωB97M-V with the def2-TZVPD basis set, the Open Molecules 2025 dataset).

Each line ends with the natural charge from an NBO analysis.
Cartesian coordinates (Å):
C -1.712 -0.391 -0.195  -0.061
C -2.016 -1.704 0.022  -0.352
C -1.294 0.573 -1.297  -0.473
C -0.901 0.753 0.097  -0.049
C 1.348 -1.426 0.602  -0.714
C 2.146 0.327 -0.772  -0.723
C 1.638 -0.055 0.471  0.146
N -1.173 1.997 0.978  -0.726
H -1.709 -2.139 1.038  0.215
H -2.148 -2.362 -0.790  0.221
H -0.541 0.140 -1.906  0.220
H -2.076 1.164 -1.762  0.229
H 1.051 -1.953 -0.352  0.246
H 0.538 -1.608 1.308  0.251
H 2.193 -1.965 1.138  0.281
H 3.158 0.123 -1.034  0.279
H 2.002 1.401 -0.923  0.231
H 1.590 -0.035 -1.659  0.242
H 1.684 0.546 1.247  0.179
H -2.033 2.372 0.672  0.442
H -0.232 2.479 1.155  0.474
H -1.513 1.762 1.963  0.442

Cartesian forces (eV/Å) of the 3 atoms listed first:
0.2339 -1.0690 0.1161
2.2315 2.1739 2.2521
-1.1927 -0.4258 0.2395

Net charge = +1
LUMO level (spin up / spin down) = -4.5 / -4.0 eV
Spin multiplicity = 1
Gap between HOMO and LUMO (spin up / spin down) = 6.926 / 7.765 eV
HOMO energy (spin up / spin down) = -11.457 / -11.802 eV

Number 1: M 133.2 g mol⁻¹, largest force on an atom 3.0 eV/A. Number 2: M 131.2 g mol⁻¹, largest force on an atom 1.5 eV/A. Number 3: M 74.1 g mol⁻¹, largest force on an atom 3.5 eV/A. Number 4: M 112.2 g mol⁻¹, largest force on an atom 4.8 eV/A.